[1]
Below is a structure of composition C4H5BeO2 in a non-equilibrium geometry, with properties calculated with the ωB97M-V functional and the def2-TZVPD basis.

```
! RIJCOSX wB97M-V def2-TZVPD def2/J DEFGRID3
* xyz 1 1
H -2.1768 -1.5397 -1.3879
O -0.5122 -1.3760 0.2106
C 1.0400 0.3624 0.3782
C 1.6388 1.2612 1.1957
C 0.4952 -0.8540 0.8077
C 0.2378 1.3218 -0.5844
O -0.9213 0.9116 -0.9582
Be -1.4717 -0.4671 -0.9843
H -0.7878 -2.2319 0.5813
H 0.6639 2.2913 0.3207
H 0.8044 -1.2785 1.7677
H 0.9897 1.5989 -1.3470
*
```

Properties
E_HOMO   -14.91 eV
LUMO level   -7.03 eV
Energy above the lowest of the compared OMol25 structures with the same formula, charge and spin   62.2 kcal/mol
Frontier orbital gap   0.290 hartree
Molar mass   94.09 g mol⁻¹

=====

[2]
Below is a structure of composition C31H45CrN8O2S2SbSe in a non-equilibrium geometry, with properties calculated with the ωB97M-V functional and the def2-TZVPD basis.

```
! RIJCOSX wB97M-V def2-TZVPD def2/J DEFGRID3
* xyz 1 4
Cr 0.3714 0.9561 0.2321
N 2.2523 1.1373 1.3004
C 2.0855 2.0517 2.4542
C 0.7216 1.7840 3.0591
N -0.2761 1.9917 1.9938
H 2.4893 0.2092 1.6388
H 3.0217 1.4519 0.7184
H 2.1217 3.0713 2.0675
H 2.8837 1.9300 3.1874
H 0.5431 2.4358 3.9155
H 0.6463 0.7502 3.3947
H -0.4748 2.9806 1.8989
H -1.1434 1.4740 2.1932
N -3.7472 -2.0386 7.7487
C -3.7772 -1.7270 6.4094
C -3.6534 -0.3941 5.9880
C -3.6208 -0.0869 4.6459
C -3.7170 -1.1012 3.6961
C -3.8581 -2.4223 4.0992
C -3.8948 -2.7322 5.4456
S -3.5244 -0.7081 2.0002
O -3.8421 -1.8876 1.2286
O -4.2236 0.5201 1.7237
N -1.9643 -0.3325 1.8202
C -1.0133 -1.2455 1.7547
S -1.1790 -2.9683 2.0259
C 0.5144 -3.1753 1.7360
C 1.0748 -2.0010 1.4157
N 0.2433 -0.8983 1.4097
H -3.9320 -1.3035 8.4084
H -4.0811 -2.9452 8.0257
H -3.6014 0.3946 6.7288
H -3.5569 0.9445 4.3219
H -3.9635 -3.1966 3.3515
H -4.0234 -3.7605 5.7603
H 0.9876 -4.1398 1.8093
H 2.1243 -1.8625 1.1960
Se -2.5660 -2.7273 -1.5082
N -3.9404 -1.6460 -1.6397
C -3.5055 -0.4376 -1.3373
C -4.3129 0.7336 -1.3063
C -3.6995 1.8909 -0.9688
C -2.3174 1.9003 -0.6450
N -1.5165 0.8632 -0.6578
C -2.1026 -0.3374 -1.0196
N -1.4172 -1.4554 -1.0715
H -5.3678 0.6708 -1.5335
H -4.2446 2.8208 -0.9045
H -1.8651 2.8406 -0.3677
C 1.7911 5.2854 -1.6733
C 0.6784 5.2162 -0.8506
C 0.2601 3.9922 -0.3404
C 0.9051 2.7802 -0.6308
C 2.0302 2.9020 -1.4543
C 2.4725 4.1158 -1.9671
H 2.1221 6.2348 -2.0721
H 0.1357 6.1174 -0.5936
H -0.6096 4.0292 0.3090
H 2.5994 2.0239 -1.7247
H 3.3534 4.1434 -2.5974
C 1.0975 -0.4309 -5.0634
C 0.3902 -0.0783 -3.7593
C 0.0077 1.4008 -3.7743
Sb 1.5138 -0.5713 -1.9572
C 1.4200 -2.7457 -1.8868
C 0.9591 -3.3832 -3.1935
C 2.6938 -3.4190 -1.3786
C 3.5376 -0.1665 -2.6846
C 4.5201 0.0685 -1.5374
C 4.1091 -1.2184 -3.6355
H 0.4452 -0.1716 -5.9018
H 1.3341 -1.4892 -5.1530
H 2.0179 0.1426 -5.1844
H -0.5145 -0.6832 -3.6632
H 0.8892 2.0361 -3.8818
H -0.5108 1.7189 -2.8720
H -0.6436 1.5986 -4.6300
H 0.6434 -2.8767 -1.1354
H 1.7508 -3.3744 -3.9437
H 0.0805 -2.8963 -3.6184
H 0.6980 -4.4307 -3.0148
H 3.4368 -3.5133 -2.1674
H 2.4580 -4.4330 -1.0437
H 3.1599 -2.9002 -0.5403
H 3.4078 0.7649 -3.2432
H 4.6449 -0.8343 -0.9342
H 4.2145 0.8833 -0.8804
H 5.5054 0.3314 -1.9310
H 4.4778 -2.0826 -3.0869
H 4.9626 -0.7947 -4.1715
H 3.3971 -1.5644 -4.3805
*
```

Properties
E_HOMO (alpha / beta)   -10.00 / -10.01 eV
LUMO level (alpha / beta)   -3.63 / -3.67 eV
Energy above the lowest of the compared OMol25 structures with the same formula, charge and spin   3.5 kcal/mol
Frontier orbital gap (alpha / beta)   0.234 / 0.233 hartree
⟨S²⟩   3.817
Molar mass   878.61 g mol⁻¹

=====

[3]
Below is a cluster of 2 separate species, C6H15N2 in total in a non-equilibrium geometry, with properties calculated with the ωB97M-V functional and the def2-TZVPD basis.

```
! RIJCOSX wB97M-V def2-TZVPD def2/J DEFGRID3
* xyz 1 1
N -0.9350 -2.4376 2.4225
C -0.4871 0.2938 0.2599
C -0.2329 1.6920 0.5832
C 1.0411 2.3160 0.0527
C 1.1299 2.9386 -1.1070
C -0.3783 -0.1112 -1.1734
N -0.3585 -1.5581 -1.3807
C 0.5174 -2.1636 -0.3980
H -0.8949 -1.5909 1.8837
H -1.7451 -2.4066 3.0202
H -0.0733 -2.5864 2.9203
H -1.3373 -0.0589 0.8495
H -0.2428 1.7977 1.6758
H -1.0676 2.3386 0.2526
H 1.9282 2.2219 0.6732
H 2.0042 3.2295 -1.6752
H 0.2247 3.2392 -1.6285
H -1.2489 0.2879 -1.7252
H 0.5678 0.2315 -1.5873
H -1.3000 -1.8625 -1.2224
H 1.4411 -2.5610 -0.8344
H 0.8916 -1.4044 0.3447
H 0.0750 -2.9406 0.1985
*
```

Properties
E_HOMO   -13.56 eV
LUMO level   -7.45 eV
Energy above the lowest of the compared OMol25 structures with the same formula, charge and spin   130.6 kcal/mol
Frontier orbital gap   0.225 hartree
Molar mass   115.20 g mol⁻¹

=====

Copy entry 1 word for word.
Below is a structure of composition C4H5BeO2 in a non-equilibrium geometry, with properties calculated with the ωB97M-V functional and the def2-TZVPD basis.

```
! RIJCOSX wB97M-V def2-TZVPD def2/J DEFGRID3
* xyz 1 1
H -2.1768 -1.5397 -1.3879
O -0.5122 -1.3760 0.2106
C 1.0400 0.3624 0.3782
C 1.6388 1.2612 1.1957
C 0.4952 -0.8540 0.8077
C 0.2378 1.3218 -0.5844
O -0.9213 0.9116 -0.9582
Be -1.4717 -0.4671 -0.9843
H -0.7878 -2.2319 0.5813
H 0.6639 2.2913 0.3207
H 0.8044 -1.2785 1.7677
H 0.9897 1.5989 -1.3470
*
```

Properties
E_HOMO   -14.91 eV
LUMO level   -7.03 eV
Energy above the lowest of the compared OMol25 structures with the same formula, charge and spin   62.2 kcal/mol
Frontier orbital gap   0.290 hartree
Molar mass   94.09 g mol⁻¹